Model P:
{"formula": "C20H30N2O5S", "method": "ωB97M-V with the def2-TZVPD basis set", "smiles": "CCOC(=O)c1sc(NC(=O)CCN2CCCCCC2)c(C(=O)OCC)c1C", "total_charge": 0, "gap_ev": 8.75, "elements": ["C", "C", "O", "C", "O", "C", "S", "C", "N", "C", "O", "C", "C", "N", "C", "C", "C", "C", "C", "C", "C", "C", "O", "O", "C", "C", "C", "C", "H", "H", "H", "H", "H", "H", "H", "H", "H", "H", "H", "H", "H", "H", "H", "H", "H", "H", "H", "H", "H", "H", "H", "H", "H", "H", "H", "H", "H", "H"], "positions_angstrom": [[-5.905, -1.436, -4.149], [-5.010, -0.250, -4.453], [-4.114, -0.075, -3.359], [-3.345, 1.025, -3.378], [-3.385, 1.846, -4.267], [-2.498, 1.063, -2.195], [-2.640, -0.263, -1.062], [-1.451, 0.465, -0.072], [-1.051, -0.105, 1.097], [-1.525, -1.316, 1.501], [-2.373, -1.899, 0.856], [-0.950, -1.832, 2.799], [0.553, -1.543, 2.959], [1.256, -1.729, 1.705], [2.413, -0.876, 1.521], [3.561, -1.085, 2.523], [4.576, -2.164, 2.130], [3.986, -3.404, 1.448], [2.627, -3.849, 1.988], [1.456, -3.109, 1.320], [-0.961, 1.667, -0.579], [0.063, 2.402, 0.151], [0.539, 2.024, 1.214], [0.451, 3.534, -0.432], [1.449, 4.294, 0.247], [1.606, 5.621, -0.471], [-1.576, 2.008, -1.819], [-1.263, 3.229, -2.608], [-6.592, -1.599, -4.974], [-6.473, -1.251, -3.241], [-5.303, -2.328, -4.002], [-5.591, 0.670, -4.586], [-4.426, -0.416, -5.366], [-0.307, 0.402, 1.579], [-1.154, -2.902, 2.839], [-1.496, -1.365, 3.622], [0.932, -2.184, 3.771], [0.695, -0.505, 3.271], [2.775, -1.029, 0.502], [2.065, 0.160, 1.593], [3.126, -1.326, 3.495], [4.098, -0.142, 2.645], [5.317, -1.729, 1.455], [5.107, -2.471, 3.035], [3.885, -3.218, 0.376], [4.704, -4.220, 1.560], [2.499, -4.914, 1.783], [2.590, -3.718, 3.070], [1.608, -3.125, 0.235], [0.528, -3.646, 1.523], [2.387, 3.726, 0.247], [1.140, 4.436, 1.289], [2.370, 6.215, 0.023], [1.897, 5.454, -1.505], [0.667, 6.167, -0.459], [-1.459, 4.119, -2.013], [-0.208, 3.240, -2.875], [-1.867, 3.253, -3.509]]}

---

Model Q:
{"formula": "C20H30N2O5S", "method": "ωB97M-V with the def2-TZVPD basis set", "smiles": "CCCC[C@H](CC)CNS(=O)(=O)c1ccc2c(c1)CCN2C(=O)CCC(=O)O", "total_charge": 0, "gap_ev": 9.09, "elements": ["C", "C", "C", "C", "C", "C", "C", "C", "N", "S", "O", "O", "C", "C", "C", "C", "C", "C", "C", "C", "N", "C", "O", "C", "C", "C", "O", "O", "H", "H", "H", "H", "H", "H", "H", "H", "H", "H", "H", "H", "H", "H", "H", "H", "H", "H", "H", "H", "H", "H", "H", "H", "H", "H", "H", "H", "H", "H"], "positions_angstrom": [[1.909, 1.714, -0.775], [1.947, 0.840, 0.472], [1.171, 1.455, 1.634], [1.201, 0.550, 2.863], [0.514, 1.151, 4.097], [1.134, 0.608, 5.394], [2.491, 1.227, 5.709], [-0.993, 0.855, 4.110], [-1.686, 1.404, 2.967], [-2.902, 0.524, 2.236], [-3.971, 1.437, 1.943], [-3.173, -0.658, 3.002], [-2.116, 0.058, 0.704], [-1.370, -1.101, 0.644], [-0.696, -1.447, -0.519], [-0.806, -0.599, -1.611], [-1.586, 0.560, -1.548], [-2.240, 0.903, -0.387], [-1.554, 1.275, -2.866], [-0.683, 0.360, -3.744], [-0.226, -0.724, -2.874], [0.648, -1.702, -3.236], [1.007, -2.577, -2.475], [1.196, -1.644, -4.657], [2.478, -0.798, -4.690], [3.412, -1.253, -3.587], [3.714, -0.588, -2.634], [3.868, -2.484, -3.799], [0.881, 1.868, -1.096], [2.355, 2.686, -0.575], [2.466, 1.235, -1.575], [2.987, 0.689, 0.767], [1.527, -0.139, 0.234], [0.137, 1.629, 1.334], [1.615, 2.422, 1.888], [2.246, 0.342, 3.102], [0.727, -0.402, 2.618], [0.646, 2.238, 4.081], [0.459, 0.816, 6.227], [1.232, -0.476, 5.314], [3.208, 1.036, 4.914], [2.398, 2.304, 5.832], [2.889, 0.811, 6.631], [-1.164, -0.222, 4.076], [-1.430, 1.231, 5.045], [-1.928, 2.378, 3.040], [-1.332, -1.735, 1.515], [-0.104, -2.344, -0.577], [-2.849, 1.789, -0.303], [-1.118, 2.269, -2.763], [-2.558, 1.393, -3.275], [0.172, 0.902, -4.152], [-1.264, -0.054, -4.574], [1.454, -2.669, -4.929], [0.470, -1.257, -5.369], [2.265, 0.260, -4.536], [2.975, -0.931, -5.651], [4.391, -2.792, -3.042]]}

---

Which one is most stable, and which one is least stable? model P is the most stable of them, while model Q is the least stable.

---

Model P:
{"formula": "C19H56N2O9", "method": "ωB97M-V with the def2-TZVPD basis set", "smiles": "NC(N)=O.CC(C)O.CC(C)O.CC(C)O.CC(C)O.CC(C)O.CO.CO.CO", "total_charge": 0, "gap_ev": 9.74, "elements": ["N", "C", "N", "O", "H", "H", "H", "H", "C", "C", "C", "O", "H", "H", "H", "H", "H", "H", "H", "H", "C", "C", "C", "O", "H", "H", "H", "H", "H", "H", "H", "H", "C", "C", "C", "O", "H", "H", "H", "H", "H", "H", "H", "H", "C", "C", "C", "O", "H", "H", "H", "H", "H", "H", "H", "H", "C", "C", "C", "O", "H", "H", "H", "H", "H", "H", "H", "H", "C", "O", "H", "H", "H", "H", "C", "O", "H", "H", "H", "H", "C", "O", "H", "H", "H", "H"], "positions_angstrom": [[-9.521, 25.117, -4.079], [-10.311, 26.025, -4.686], [-11.442, 25.411, -5.028], [-10.011, 27.370, -4.970], [-8.508, 25.381, -3.824], [-9.709, 24.210, -4.300], [-12.098, 25.843, -5.641], [-11.663, 24.410, -4.926], [-11.003, 25.145, -1.132], [-10.259, 26.495, -0.963], [-9.876, 26.567, 0.529], [-9.174, 26.604, -1.514], [-11.380, 25.063, -2.039], [-11.910, 25.024, -0.534], [-10.365, 24.323, -1.002], [-10.931, 27.296, -1.173], [-9.844, 27.537, 0.955], [-8.933, 26.011, 0.782], [-10.651, 26.090, 1.094], [-9.291, 26.128, -2.352], [-14.499, 19.477, -0.382], [-13.024, 19.883, -0.369], [-12.862, 21.390, -0.563], [-12.407, 19.558, 0.695], [-14.792, 19.665, 0.599], [-14.612, 18.412, -0.538], [-15.083, 20.043, -1.158], [-12.484, 19.451, -1.230], [-13.251, 21.733, -1.490], [-11.857, 21.704, -0.695], [-13.115, 22.078, 0.307], [-12.671, 18.648, 0.795], [-9.115, 21.686, -4.717], [-10.652, 21.908, -4.937], [-11.239, 22.267, -3.586], [-11.056, 22.847, -5.745], [-8.817, 21.803, -3.669], [-8.496, 22.372, -5.318], [-8.789, 20.712, -5.123], [-11.089, 20.991, -5.324], [-10.933, 23.172, -3.153], [-11.089, 21.567, -2.775], [-12.307, 22.361, -3.621], [-10.600, 22.734, -6.603], [-14.462, 21.634, -5.688], [-14.894, 22.161, -7.021], [-14.016, 23.391, -7.383], [-14.875, 21.310, -7.950], [-14.745, 22.429, -4.960], [-13.372, 21.446, -5.822], [-15.000, 20.714, -5.339], [-15.853, 22.588, -6.870], [-13.010, 23.254, -7.199], [-14.370, 24.221, -6.840], [-13.906, 23.661, -8.467], [-15.595, 20.679, -7.829], [-17.191, 21.787, 0.999], [-15.948, 22.575, 0.738], [-16.250, 24.060, 0.732], [-15.026, 22.309, 1.546], [-17.893, 21.914, 0.113], [-17.813, 22.121, 1.869], [-17.015, 20.763, 1.182], [-15.567, 22.224, -0.203], [-16.954, 24.364, -0.077], [-15.341, 24.594, 0.589], [-16.722, 24.360, 1.616], [-14.274, 22.712, 1.316], [-17.281, 21.973, -3.140], [-16.142, 21.175, -2.993], [-16.981, 22.472, -4.045], [-17.450, 22.690, -2.359], [-18.210, 21.371, -3.295], [-15.380, 21.747, -2.705], [-14.298, 24.963, -3.188], [-14.314, 23.921, -2.270], [-14.651, 24.637, -4.132], [-13.317, 25.284, -3.325], [-14.889, 25.905, -3.011], [-13.763, 24.147, -1.489], [-13.366, 25.455, 1.905], [-12.874, 24.114, 1.981], [-14.219, 25.608, 2.501], [-13.533, 25.834, 0.877], [-12.535, 25.918, 2.448], [-12.875, 23.905, 2.918]]}

---

Model Q:
{"formula": "C19H56N2O9", "method": "ωB97M-V with the def2-TZVPD basis set", "smiles": "NC(N)=O.CC(C)O.CC(C)O.CC(C)O.CC(C)O.CC(C)O.CO.CO.CO", "total_charge": 0, "gap_ev": 9.47, "elements": ["N", "C", "N", "O", "H", "H", "H", "H", "C", "C", "C", "O", "H", "H", "H", "H", "H", "H", "H", "H", "C", "C", "C", "O", "H", "H", "H", "H", "H", "H", "H", "H", "C", "C", "C", "O", "H", "H", "H", "H", "H", "H", "H", "H", "C", "C", "C", "O", "H", "H", "H", "H", "H", "H", "H", "H", "C", "C", "C", "O", "H", "H", "H", "H", "H", "H", "H", "H", "C", "O", "H", "H", "H", "H", "C", "O", "H", "H", "H", "H", "C", "O", "H", "H", "H", "H"], "positions_angstrom": [[2.967, -3.486, -0.943], [3.258, -2.887, -2.036], [4.402, -3.071, -2.688], [2.340, -2.054, -2.595], [1.961, -3.421, -0.734], [3.488, -4.322, -0.704], [4.249, -2.776, -3.662], [5.093, -3.792, -2.427], [-3.599, 2.061, -0.845], [-2.539, 3.007, -0.416], [-1.369, 2.284, 0.264], [-2.026, 3.695, -1.366], [-4.388, 1.966, -0.103], [-3.257, 1.058, -0.993], [-4.073, 2.445, -1.799], [-2.980, 3.779, 0.269], [-0.859, 1.675, -0.554], [-1.731, 1.600, 0.998], [-0.512, 2.889, 0.667], [-1.152, 3.964, -1.144], [0.861, -3.916, 3.677], [0.692, -3.163, 2.383], [1.622, -1.993, 2.299], [0.803, -3.798, 1.337], [-0.178, -4.300, 3.976], [1.182, -3.193, 4.495], [1.568, -4.762, 3.517], [-0.325, -2.786, 2.353], [1.059, -1.067, 2.130], [2.480, -2.025, 1.642], [2.179, -1.835, 3.227], [0.188, -3.408, 0.727], [-1.337, -1.273, -2.063], [-0.625, -1.172, -0.741], [-1.539, -1.452, 0.430], [0.399, -1.850, -0.658], [-2.226, -0.641, -2.051], [-1.687, -2.286, -2.223], [-0.774, -1.017, -2.912], [-0.191, -0.202, -0.695], [-0.968, -1.031, 1.266], [-1.701, -2.502, 0.524], [-2.513, -0.942, 0.415], [0.984, -1.457, -1.304], [2.291, 0.992, 0.561], [3.021, 1.746, -0.507], [2.529, 1.401, -1.926], [3.175, 2.953, -0.288], [2.765, 1.380, 1.502], [2.676, -0.036, 0.650], [1.186, 1.075, 0.589], [4.068, 1.358, -0.397], [1.623, 1.928, -2.318], [2.315, 0.361, -1.951], [3.366, 1.579, -2.547], [4.088, 3.160, -0.661], [-0.050, 1.238, 3.399], [-0.860, 2.186, 4.325], [-1.546, 3.242, 3.561], [-1.548, 1.615, 5.142], [-0.629, 0.602, 2.719], [0.476, 0.558, 4.012], [0.757, 1.828, 2.939], [-0.189, 2.734, 4.985], [-0.959, 3.661, 2.747], [-2.002, 4.048, 4.140], [-2.330, 2.723, 3.043], [-0.973, 1.241, 5.801], [-3.685, 0.209, 2.728], [-3.971, 0.611, 4.078], [-4.381, -0.553, 2.412], [-2.697, -0.136, 2.681], [-3.630, 1.107, 2.099], [-3.172, 1.108, 4.334], [-1.211, 1.487, -4.288], [-1.748, 0.362, -4.813], [-1.792, 2.380, -4.646], [-0.193, 1.474, -4.628], [-1.113, 1.491, -3.241], [-1.649, 0.366, -5.755], [0.894, -1.054, -5.558], [1.798, -0.417, -4.704], [0.136, -1.562, -4.988], [1.428, -1.839, -6.089], [0.594, -0.323, -6.263], [1.915, -0.829, -3.819]]}

---

Which one is most stable, and which one is least stable? model P is the most stable of them, while model Q is the least stable.